# C20H29N3O3

One molecule with the formula C20H29N3O3 (ωB97M-V/def2-TZVPD, the OMol25 dataset).

CARTESIAN COORDINATES (ANGSTROEM)
O (3.8561, -0.5183, -1.5391)
O (0.8624, 1.3193, -2.2481)
O (3.4491, 1.4827, 1.3032)
N (-1.4282, 0.1796, 0.1539)
N (1.8270, 2.6852, 0.2913)
N (1.1972, -0.3522, -0.7774)
C (4.2839, -2.0924, 0.1854)
C (3.1314, 0.6468, -1.8702)
C (2.0697, -1.1877, -0.0793)
C (-3.0210, -2.3629, -1.5604)
C (3.4082, -1.2429, -0.4716)
C (0.9847, 2.7806, 1.4635)
C (3.8306, -2.8719, 1.2350)
C (-2.0767, -1.1971, -1.8373)
C (-3.4457, -0.0044, 1.6183)
C (2.5054, -2.8105, 1.6312)
C (0.0315, 1.5880, 1.6059)
C (2.9802, 1.9751, 0.2992)
C (-4.3557, -0.1226, 0.4002)
C (-1.0180, 1.5461, 0.4876)
C (-2.0499, -0.5243, 1.2680)
C (1.6187, 0.5529, -1.6726)
C (-3.7139, 0.5457, -0.8166)
C (1.6236, -1.9718, 0.9735)
C (-2.2519, 0.1319, -1.0647)
C (3.6413, 1.8775, -1.0708)
H (-3.7366, 1.6281, -0.6638)
H (5.3116, -2.1271, -0.1380)
H (-4.2975, 0.3344, -1.7136)
H (-5.3183, 0.3533, 0.6037)
H (0.4258, 3.7179, 1.4121)
H (1.4245, 2.9450, -0.5961)
H (-3.3819, 1.0376, 1.9385)
H (2.1553, -3.4171, 2.4522)
H (-1.0513, -1.5386, -1.6858)
H (0.6367, 0.6810, 1.5899)
H (-1.8146, 0.8864, -1.7299)
H (0.5844, -1.9222, 1.2623)
H (-2.9514, -2.7208, -0.5372)
H (-3.8497, -0.5826, 2.4511)
H (3.3361, 0.8176, -2.9337)
H (-4.5471, -1.1761, 0.2026)
H (-2.7529, -3.1896, -2.2165)
H (4.7172, 1.7611, -0.9342)
H (1.6518, 2.8032, 2.3287)
H (-4.0523, -2.0946, -1.7731)
H (-0.4516, 1.6535, 2.5821)
H (-2.1742, -0.9526, -2.8976)
H (-1.3938, -0.4472, 2.1374)
H (4.5185, -3.5265, 1.7474)
H (-0.5850, 1.9623, -0.4251)
H (-1.8679, 2.1847, 0.7675)
H (-2.1177, -1.5794, 0.9936)
H (3.4392, 2.7798, -1.6470)
H (0.2025, -0.3237, -0.4854)

HOMO energy: -8.090 eV
SMILES: CC[C@H]1CCCCN1CCCNC(=O)C[C@H]1Oc2ccccc2NC1=O
LUMO level: 0.77 eV
Energy relative to the best compared isomer or geometry (same formula, charge and spin): 134.10 kJ/mol
DFT total energy: -31824.9903 eV